CH3NO2S | ωB97M-V with the def2-TZVPD basis set

```
8
Properties=species:S:1:pos:R:3:forces:R:3:mulliken_charge:R:1
O -0.576 1.270 -0.952 -1.93 1.97 -1.02 -0.56
N 0.422 0.781 -0.567 -1.62 -4.69 1.52 1.01
O 1.531 1.009 -0.798 4.58 2.57 -1.57 -0.57
C 0.299 -0.510 0.231 0.70 -3.84 -1.89 -0.44
S -0.946 -0.353 1.430 -2.62 0.73 0.38 -0.24
H -0.043 -1.524 -0.541 1.31 3.50 1.80 0.26
H 1.391 -0.774 0.623 -2.73 0.73 -0.51 0.35
H -2.078 0.100 0.574 2.31 -0.96 1.28 0.19
```
Positions in Å, forces in eV/Å.

Properties
HOMO-LUMO gap = 9.82 eV